No. 1
A structure of composition C33H60N2O10P2S at a distorted geometry, computed with wB97M-V/def2-TZVPD.

Geometry as XYZ:
```
108
Properties=species:S:1:pos:R:3:forces:R:3
C 5.461264 4.810571 2.294172 -1.29 0.09 -0.06
C 5.071533 4.454354 0.871598 1.14 -0.22 0.12
O 5.886632 3.953106 0.153123 -0.08 -0.24 -0.43
O 3.796252 4.653321 0.428223 -0.03 0.31 0.56
C 3.503919 6.027654 0.133709 0.07 0.36 -0.39
C 2.113168 6.120375 -0.503964 0.23 0.40 0.68
C 0.976896 6.277468 0.546464 0.98 -0.15 0.18
C 0.825599 5.020503 1.382942 -0.30 0.29 -0.14
C 0.098012 3.910673 1.022000 0.15 -0.09 0.54
C -0.675668 3.849993 -0.282747 0.35 0.48 -0.45
C -1.837705 4.846197 -0.493731 -0.76 -0.34 -0.02
C -2.990589 4.889491 0.533519 -0.35 0.30 0.35
C -2.579444 5.468095 1.913037 0.29 0.14 -0.97
C -3.861065 3.618810 0.624865 0.24 0.12 0.11
C -3.277659 2.399639 1.350260 -1.41 -0.47 0.59
C -3.317409 2.501192 2.870753 0.66 -0.19 0.08
C -2.717839 1.615916 3.669890 -0.05 -0.29 0.29
C -2.279654 0.239880 3.206824 0.78 0.56 0.09
C -2.398409 1.929313 5.118347 -0.16 -0.27 -0.32
C 0.116429 2.772537 1.917086 0.11 0.10 0.00
C 0.773777 2.760262 3.103332 0.06 -0.39 0.53
C 1.500963 3.904095 3.548433 -1.05 -0.91 -1.11
N 2.153824 4.039743 4.699266 0.26 1.05 -0.52
S 2.773061 5.544896 4.601078 -0.08 -0.23 0.14
N 2.249870 6.017252 3.159327 -0.18 0.01 0.00
C 1.514427 5.015480 2.642986 0.53 0.06 0.78
H 6.538735 4.768880 2.420989 -0.10 0.06 -0.12
H 4.973757 4.075063 2.948652 0.16 0.09 -0.04
H 5.031210 5.777838 2.569355 0.26 -0.04 0.06
H 3.592950 6.679072 1.014730 -0.21 -0.34 0.08
H 4.263266 6.398161 -0.571929 -0.17 -0.25 -0.05
H 2.153101 7.037813 -1.103500 -0.25 -0.30 -0.21
H 1.990953 5.228569 -1.123915 -0.11 0.27 -0.16
H 1.319905 7.068461 1.224601 -0.22 -0.04 -0.10
H 0.055213 6.641125 0.100707 0.03 -0.29 -0.08
H -1.048104 2.849069 -0.521177 0.15 0.01 0.43
H 0.060204 4.056075 -1.076304 -0.19 -0.03 0.04
H -2.310910 4.573876 -1.450601 0.19 -0.01 0.10
H -1.512614 5.878783 -0.642771 0.22 -0.20 0.12
H -3.675861 5.660632 0.143652 0.15 -0.19 -0.16
H -3.465076 5.835683 2.438131 0.13 -0.32 0.20
H -1.958761 6.348116 1.693750 -0.01 -0.10 0.28
H -1.984707 4.769704 2.502888 -0.22 0.12 0.15
H -4.190478 3.323660 -0.380978 0.20 0.08 0.07
H -4.782734 3.891513 1.159091 0.12 -0.03 -0.08
H -2.286085 2.095357 1.021134 -0.07 0.24 -0.09
H -3.939573 1.550705 1.110260 0.20 0.11 -0.25
H -3.808094 3.334143 3.374416 0.28 0.24 -0.41
H -1.289291 -0.022574 3.608833 -0.15 0.09 0.01
H -2.191018 0.178457 2.120197 -0.30 -0.24 0.11
H -2.970395 -0.509136 3.609196 -0.02 0.06 -0.27
H -1.356282 2.276521 5.139286 -0.16 0.02 0.15
H -3.039178 2.714853 5.526941 0.09 -0.07 -0.02
H -2.444301 1.035354 5.750678 -0.13 0.16 -0.02
H -0.403046 1.850224 1.673580 -0.03 0.25 -0.29
H 0.740097 1.875728 3.734097 0.03 0.10 -0.09
O -1.532905 -1.709962 -1.220944 3.39 0.00 -1.18
P -1.867843 -1.761488 -2.672483 -8.36 0.48 0.57
O -2.659380 -0.346617 -2.889391 0.82 -0.20 -0.28
C -1.905311 0.862221 -2.887539 0.11 0.25 -0.13
C -1.219551 1.101829 -4.221976 0.08 -0.12 -0.01
O -3.177701 -2.754411 -2.571161 0.63 -0.44 -0.29
C -3.321958 -3.694702 -1.507290 -0.32 0.10 0.20
C -4.300564 -3.175168 -0.474615 -0.09 0.12 0.04
O -1.828834 -2.073541 -4.292599 3.40 0.28 1.03
C -0.836363 -3.017151 -4.770977 -0.02 -0.43 -0.22
C -1.185419 -4.446259 -4.400677 -0.10 0.05 0.22
H -1.173249 0.846555 -2.072810 -0.05 0.00 0.04
H -2.608002 1.672553 -2.686898 -0.09 -0.11 0.06
H -0.445547 0.352469 -4.404221 0.03 0.05 0.00
H -0.751132 2.087215 -4.243990 -0.01 -0.01 0.03
H -1.936378 1.029028 -5.039539 -0.04 0.05 0.03
H -2.360280 -3.931557 -1.054857 0.01 0.11 0.04
H -3.707030 -4.617608 -1.947843 0.01 0.06 -0.11
H -3.977015 -2.213439 -0.075160 0.13 -0.06 0.02
H -4.405196 -3.881006 0.351344 0.00 -0.01 -0.01
H -5.280791 -3.019357 -0.928001 0.00 -0.07 -0.01
H 0.147125 -2.746576 -4.378493 0.01 0.02 -0.07
H -0.800363 -2.908439 -5.854196 -0.11 0.17 0.04
H -1.103368 -4.606929 -3.322826 0.07 -0.06 -0.03
H -0.509195 -5.144820 -4.893728 0.04 0.04 0.02
H -2.210943 -4.677762 -4.687596 0.02 0.04 -0.08
O 1.110314 -6.264217 -2.111504 2.22 -1.71 -1.93
P 1.997696 -6.740238 -1.014743 -2.99 2.89 5.84
O 1.028599 -7.626246 -0.055803 0.59 -0.08 -0.58
C 0.537445 -8.877345 -0.540306 -0.01 -0.33 -0.03
C 1.578850 -9.976461 -0.418231 0.13 0.08 -0.06
O 2.118905 -5.386612 -0.101221 0.55 -0.33 -0.53
C 1.897268 -4.094094 -0.669372 -0.38 0.18 0.21
C 0.521212 -3.582480 -0.302794 0.28 -0.18 0.12
O 3.384128 -7.318908 -0.340971 -0.09 -0.84 -3.10
C 4.605616 -7.207477 -1.109134 0.35 0.20 0.04
C 5.113749 -5.778955 -1.161329 -0.18 0.12 -0.04
H 0.203154 -8.774279 -1.576926 -0.03 0.06 0.03
H -0.333596 -9.126588 0.065131 0.01 0.15 0.04
H 2.422850 -9.792107 -1.086930 -0.03 -0.06 -0.02
H 1.147835 -10.945503 -0.673392 -0.03 0.02 -0.01
H 1.975266 -10.018418 0.596050 -0.07 -0.01 0.02
H 2.036984 -4.111201 -1.751559 -0.08 -0.10 -0.01
H 2.659314 -3.428373 -0.256491 0.05 -0.12 0.07
H -0.258792 -4.268442 -0.634068 0.09 -0.03 -0.15
H 0.341033 -2.609609 -0.744803 0.04 0.00 0.09
H 0.425836 -3.495648 0.780954 0.04 0.04 0.00
H 4.443143 -7.597853 -2.116910 0.04 -0.05 0.02
H 5.340184 -7.847340 -0.622223 -0.16 -0.07 0.10
H 4.449670 -5.145812 -1.754506 0.03 0.00 -0.01
H 6.105000 -5.742517 -1.614458 -0.01 -0.05 0.00
H 5.162462 -5.350891 -0.160771 0.04 -0.06 0.02
```
Forces are in eV/Å.

Properties
Gap between HOMO and LUMO   7.94 eV
Max |F|   8.40 eV/A
E_tot   -88063.1523 eV
HOMO energy   -0.3091 hartree
Charge   0

No. 2
A cluster of 11 separate species, C33H60O33 in total at a distorted geometry, computed with wB97M-V/def2-TZVPD.

Geometry as XYZ:
```
126
Properties=species:S:1:pos:R:3:forces:R:3
C 3.441989 -2.890088 1.987854 0.15 -0.10 0.04
C 2.226764 -3.393403 2.747234 -1.15 0.76 -1.40
O 2.714931 -4.415418 3.590856 0.20 0.01 0.08
C 3.948164 -4.782784 3.153821 -0.20 0.40 0.31
O 4.574367 -5.681424 3.613300 0.10 -0.29 -0.05
O 4.375338 -3.970538 2.171968 -0.01 0.02 -0.13
H 3.882969 -1.971017 2.373595 -0.04 -0.07 0.17
H 3.233303 -2.759786 0.929192 0.09 -0.07 -0.02
H 1.490154 -3.767964 2.023511 0.27 -0.55 0.13
H 1.669852 -2.584680 3.214627 0.52 -0.19 0.82
C 2.265032 1.752186 0.824975 -0.41 0.78 0.41
C 1.217546 2.533024 1.656210 -0.34 -0.44 -0.62
O 0.919219 1.645319 2.732818 -0.19 0.31 0.10
C 1.659469 0.529636 2.655624 0.35 0.38 -0.14
O 1.635409 -0.330134 3.473312 -0.03 -0.40 0.10
O 2.460594 0.547615 1.568380 -0.10 -0.05 0.13
H 3.182855 2.332733 0.768438 0.20 -0.39 -0.20
H 1.872007 1.513705 -0.157677 0.16 0.01 -0.09
H 0.307731 2.691167 1.075610 -0.03 0.02 0.10
H 1.549865 3.495051 2.039176 0.22 -0.10 0.17
C -6.905469 1.168893 2.170724 -0.49 -0.21 0.91
C -5.551326 0.928084 2.813225 -0.30 0.32 0.60
O -4.748339 0.542449 1.699800 -0.01 -0.26 0.08
C -5.355820 0.932225 0.570173 -0.04 0.18 -0.27
O -4.889517 0.843437 -0.523543 0.10 0.00 -0.06
O -6.571916 1.468214 0.822046 -0.04 0.00 0.04
H -7.471175 1.954709 2.671300 0.24 0.38 -0.43
H -7.564497 0.297035 2.223359 0.27 -0.18 -0.31
H -5.569051 0.178234 3.600028 0.19 -0.31 -0.34
H -5.142439 1.836560 3.265331 0.06 0.09 -0.26
C -2.079612 3.031060 4.216368 -0.29 0.06 0.56
O -2.271278 2.927449 2.812637 0.35 -0.24 -0.20
C -3.124895 3.766244 2.240126 -0.48 0.32 -0.22
O -3.675187 4.702458 2.757884 0.05 -0.09 0.10
O -3.269103 3.365291 0.977920 0.07 -0.76 -0.14
C -4.068813 4.110284 0.064012 -0.23 1.27 0.26
H -2.043426 4.064215 4.558137 0.04 0.04 -0.18
H -1.152949 2.517319 4.450597 0.05 -0.02 -0.13
H -2.907765 2.533209 4.727528 0.06 0.02 0.00
H -3.371314 4.623148 -0.591111 -0.24 -0.06 -0.23
H -4.663136 4.872727 0.571296 0.13 -0.11 0.24
H -4.768306 3.483389 -0.481630 0.34 -0.44 0.05
C 0.968099 -0.321381 -2.075197 0.45 0.23 -0.58
O -0.080249 -0.188275 -1.137363 -0.02 0.11 0.30
C -0.102538 -1.094455 -0.144386 -0.20 -0.16 -0.85
O 0.583483 -2.082129 -0.106536 0.20 0.11 0.24
O -1.004875 -0.804277 0.764712 -0.06 -0.28 0.57
C -1.816762 0.379254 0.693410 -0.10 -0.20 -0.36
H 1.085721 -1.310178 -2.510296 -0.21 -0.20 0.36
H 1.910810 -0.011721 -1.623158 0.06 -0.23 0.02
H 0.755581 0.357077 -2.899976 -0.17 0.13 0.18
H -2.661007 0.246625 0.018641 0.17 -0.20 -0.15
H -1.216591 1.210319 0.330935 -0.11 0.21 0.38
H -2.227082 0.474272 1.690507 0.24 0.43 0.07
C 5.330581 5.310537 -0.326395 0.42 0.76 -0.11
O 4.953637 3.970417 -0.588857 -0.15 -0.24 0.28
C 4.505660 3.727615 -1.821431 0.05 0.29 -0.36
O 4.515042 4.512117 -2.733445 -0.07 -0.03 0.05
O 4.057229 2.482524 -1.849387 -0.10 -0.39 0.64
C 3.647266 1.958515 -3.089870 -0.19 0.31 -1.82
H 5.922010 5.314322 0.584455 -0.16 -0.18 0.10
H 4.460469 5.960196 -0.214182 -0.07 -0.15 0.06
H 5.945390 5.732861 -1.122240 -0.07 -0.22 -0.09
H 4.479702 1.497584 -3.623950 0.11 -0.09 0.29
H 3.262228 2.730994 -3.762998 0.12 0.19 0.31
H 2.850808 1.234384 -3.006095 0.14 -0.14 0.65
C -3.394692 -3.923974 -0.362974 -0.18 -0.09 0.78
O -2.711892 -2.824783 -0.950293 0.28 0.15 -0.17
C -3.334450 -2.163663 -1.922560 -0.29 -0.02 0.29
O -4.416885 -2.410565 -2.374753 -0.15 -0.07 -0.22
O -2.539869 -1.157312 -2.281882 0.64 0.10 0.18
C -2.955306 -0.345011 -3.352560 -1.00 -0.38 -1.33
H -3.704222 -3.640091 0.647451 -0.06 0.13 -0.13
H -2.684843 -4.737965 -0.238972 0.02 -0.03 -0.33
H -4.274305 -4.207959 -0.930251 0.09 -0.07 -0.18
H -3.603989 -0.910931 -4.030395 -0.05 -0.06 0.24
H -2.109860 -0.069153 -3.980555 0.33 0.21 0.53
H -3.547287 0.511654 -3.037660 0.24 0.08 0.32
C 5.208659 -1.402499 -5.630785 0.31 0.06 0.06
O 3.925980 -1.618903 -6.223793 -0.14 0.19 -0.01
C 2.868020 -1.192605 -5.538430 0.13 -0.72 -0.10
O 2.868204 -0.832347 -4.389135 -0.12 0.39 0.06
O 1.796840 -1.316095 -6.319311 0.02 0.20 0.10
C 0.581160 -0.816762 -5.755380 -0.29 -0.17 -0.09
H 5.809201 -2.286501 -5.823114 -0.04 -0.03 -0.07
H 5.150172 -1.229936 -4.559473 -0.19 -0.06 0.01
H 5.666488 -0.537085 -6.109994 0.00 -0.03 -0.01
H -0.150181 -0.868131 -6.557648 0.08 0.14 -0.05
H 0.713755 0.205730 -5.407742 -0.03 0.02 -0.01
H 0.216004 -1.441680 -4.939401 0.26 -0.02 0.08
C 0.964398 5.708377 -0.731906 -0.02 0.35 -0.10
O -0.264857 5.543049 -1.444006 -0.12 0.03 0.20
C -0.573253 4.292059 -1.769515 -0.03 -0.21 -0.03
O 0.169767 3.344048 -1.728824 0.04 -0.09 0.07
O -1.850511 4.274170 -2.135525 -0.13 0.36 -0.14
C -2.374094 3.067080 -2.674686 0.28 -0.64 -0.48
H 1.814904 5.677062 -1.410964 0.02 -0.19 0.00
H 1.045084 4.960694 0.049162 0.13 -0.14 0.02
H 0.901980 6.696743 -0.283825 0.00 -0.01 -0.01
H -2.635158 2.328655 -1.916333 0.11 0.21 0.24
H -1.642885 2.622316 -3.350510 0.02 -0.04 0.07
H -3.261069 3.312645 -3.252232 -0.03 0.24 0.14
C -1.527303 -1.579337 3.899808 -0.42 -0.11 -0.26
O -2.104750 -2.380956 4.947939 0.11 0.25 0.11
C -3.395652 -2.177636 5.148291 0.08 0.01 0.24
O -4.128895 -1.487758 4.481407 -0.05 0.05 -0.11
O -3.762866 -2.850699 6.239593 0.02 0.01 -0.25
C -5.162862 -2.897015 6.484573 -0.51 0.03 -0.07
H -1.601611 -0.518063 4.136919 0.05 -0.03 0.11
H -2.080800 -1.769378 2.982370 0.20 0.03 -0.11
H -0.491696 -1.877105 3.808490 0.02 -0.04 0.05
H -5.249534 -3.425156 7.427795 -0.20 -0.02 -0.03
H -5.699839 -3.410219 5.683110 0.26 -0.27 0.07
H -5.638670 -1.915886 6.536609 0.41 0.13 0.22
C 3.105518 -3.529428 -1.974569 -0.28 0.37 0.35
O 4.341860 -3.996887 -1.439172 0.02 0.05 0.01
C 4.418797 -5.291273 -1.123038 0.16 -0.04 0.08
O 3.700648 -6.174432 -1.510002 -0.24 0.06 0.04
O 5.447594 -5.429870 -0.297187 0.14 0.06 0.06
C 5.527902 -6.687031 0.372088 0.03 -0.41 -0.14
H 2.314700 -4.267287 -1.864558 0.12 -0.16 -0.26
H 3.239530 -3.196809 -3.000180 -0.01 -0.19 -0.12
H 2.820621 -2.671490 -1.364777 0.02 0.05 -0.11
H 6.434483 -6.655170 0.965433 -0.02 0.07 0.06
H 5.572489 -7.509266 -0.342820 0.04 0.07 -0.04
H 4.662449 -6.839158 1.014669 0.03 0.10 0.05
```
Forces are in eV/Å.

Properties
Gap between HOMO and LUMO   10.57 eV
Max |F|   1.97 eV/A
E_tot   -102762.2415 eV
HOMO energy   -0.3792 hartree
Charge   0
Energy above the lowest of the compared OMol25 structures with the same formula, charge and spin   0.000 eV
SMILES   COC(=O)OC.COC(=O)OC.COC(=O)OC.COC(=O)OC.COC(=O)OC.COC(=O)OC.COC(=O)OC.COC(=O)OC.O=C1OCCO1.O=C1OCCO1.O=C1OCCO1